{
  "formula": "C19H62NO18S",
  "method": "the ωB97M-V functional and the def2-TZVPD basis",
  "species": ["C", "O", "C", "C", "N", "C", "C", "C", "S", "O", "O", "O", "C", "O", "O", "H", "H", "H", "H", "H", "H", "H", "H", "H", "H", "H", "H", "H", "H", "C", "O", "H", "H", "H", "H", "C", "O", "H", "H", "H", "H", "C", "O", "H", "H", "H", "H", "C", "O", "H", "H", "H", "H", "C", "O", "H", "H", "H", "H", "C", "O", "H", "H", "H", "H", "C", "O", "H", "H", "H", "H", "C", "O", "H", "H", "H", "H", "C", "O", "H", "H", "H", "H", "C", "O", "H", "H", "H", "H", "C", "O", "H", "H", "H", "H", "C", "O", "H", "H", "H", "H"],
  "positions_angstrom": [[3.5039, -3.2475, 0.2926], [2.6969, -4.3806, -0.0971], [2.4039, -4.3694, -1.5141], [1.3062, -5.4642, -1.9626], [0.9921, -5.2389, -3.3978], [0.0523, -5.5993, -0.9869], [-1.3148, -4.9364, -1.4892], [-1.7457, -3.5939, -0.6660], [-0.8538, -2.0693, -1.2017], [0.4780, -1.9852, -0.5176], [-1.6746, -0.8747, -0.6875], [-0.7833, -1.9956, -2.8747], [2.0822, -6.9007, -1.9023], [2.3737, -7.4321, -0.7771], [2.4050, -7.6079, -3.0669], [2.8445, -2.3632, 0.6157], [4.1901, -2.9443, -0.5717], [4.1128, -3.5358, 1.2308], [3.3899, -4.6813, -2.0428], [2.1736, -3.3127, -1.9242], [1.8428, -5.3331, -3.9892], [0.7749, -4.2191, -3.4671], [0.2769, -5.1526, 0.0562], [-0.1148, -6.7218, -0.7916], [-1.3947, -4.7488, -2.6085], [-2.1538, -5.6944, -1.2381], [-2.8567, -3.4280, -0.9451], [-1.7402, -3.7663, 0.4667], [-0.2479, -1.1809, -3.0744], [4.9917, -0.1187, -1.6313], [5.4285, -1.4665, -1.5585], [4.2837, 0.0650, -0.8230], [5.8475, 0.5532, -1.5223], [4.4987, 0.0581, -2.5910], [6.0526, -1.6030, -2.2827], [7.5136, -2.1762, 1.0605], [6.3038, -1.8025, 1.6978], [7.2773, -2.7019, 0.1354], [8.0979, -1.2808, 0.8295], [8.0856, -2.8380, 1.7172], [6.5400, -1.3400, 2.5129], [-0.6486, 1.4040, -5.2774], [0.3539, 1.3425, -4.2718], [-0.9343, 0.3883, -5.5517], [-1.5227, 1.9340, -4.8929], [-0.2547, 1.9196, -6.1572], [0.5886, 2.2514, -4.0469], [0.8556, -2.0993, -6.0115], [1.8553, -2.1560, -5.0066], [0.5699, -3.1152, -6.2852], [-0.0188, -1.5680, -5.6273], [1.2503, -1.5848, -6.8919], [2.0880, -1.2446, -4.7851], [-3.7349, 3.9760, -3.6612], [-2.3260, 3.8652, -3.5200], [-3.9789, 4.0463, -4.7219], [-4.2170, 3.0913, -3.2370], [-4.0872, 4.8750, -3.1491], [-2.1387, 3.8045, -2.5746], [-5.9502, 7.1965, -1.5846], [-4.5436, 7.0862, -1.4417], [-6.1925, 7.2676, -2.6455], [-6.4327, 6.3113, -1.1616], [-6.3017, 8.0959, -1.0719], [-4.3572, 7.0249, -0.4929], [8.5590, -1.5448, 4.9663], [7.5898, -0.5217, 5.1473], [8.7423, -1.6704, 3.8989], [9.4910, -1.2609, 5.4622], [8.1840, -2.4833, 5.3817], [7.4453, -0.4301, 6.0971], [-5.4393, 6.4908, 2.1201], [-4.1440, 7.0453, 1.9145], [-5.6471, 5.7746, 1.3235], [-5.4704, 5.9794, 3.0836], [-6.1874, 7.2881, 2.0947], [-3.9872, 7.6730, 2.6303], [5.9060, -5.4429, 2.5588], [7.1005, -5.7568, 3.2671], [5.5796, -4.4423, 2.8433], [6.1000, -5.4678, 1.4841], [5.1261, -6.1637, 2.8146], [7.3663, -6.6443, 2.9968], [-6.4862, 4.6215, 5.6063], [-6.1377, 5.8403, 4.9641], [-6.8420, 3.9170, 4.8543], [-5.6088, 4.2042, 6.1062], [-7.2797, 4.8028, 6.3358], [-5.8267, 6.4449, 5.6507], [-6.3137, 8.1129, 8.2325], [-4.9054, 8.0008, 8.3729], [-6.5570, 8.1854, 7.1718], [-6.7962, 7.2277, 8.6551], [-6.6648, 9.0116, 8.7456], [-4.7165, 7.9383, 9.3175], [-5.1883, -0.5679, -1.7312], [-5.0536, -0.4514, -0.3273], [-6.2324, -0.4036, -2.0010], [-4.5638, 0.1832, -2.2218], [-4.8859, -1.5706, -2.0446], [-4.1180, -0.6027, -0.1169]],
  "charge": -1,
  "homo_ev": -3.58,
  "homo_lumo_gap_ev": 4.90,
  "energy_ev": -69880.6682,
  "de_lowest_ev": 2.765
}